{
  "formula": "C7H8O4",
  "method": "wB97M-V/def2-TZVPD",
  "de_lowest_kcal_mol": 0.0,
  "multiplicity": 1,
  "smiles": "C[C@@H](O)CC1=CC(=O)OC1=O",
  "e_homo_ev": -10.71,
  "elements": ["C", "C", "O", "C", "C", "C", "C", "O", "O", "C", "O", "H", "H", "H", "H", "H", "H", "H", "H"],
  "xyz": [[2.7298, 0.1221, 0.4434], [1.3281, 0.3205, -0.1393], [1.1628, -0.2911, -1.4135], [0.2436, -0.1987, 0.8127], [-1.1082, -0.0483, 0.2148], [-1.9059, 1.0047, 0.0966], [-3.1430, 0.5806, -0.6044], [-4.1744, 1.1470, -0.7430], [-2.9396, -0.7106, -1.0688], [-1.8200, -1.2024, -0.4223], [-1.5597, -2.3610, -0.3891], [3.2435, -0.6978, -0.0624], [3.3325, 1.0244, 0.3633], [2.6799, -0.1452, 1.5003], [1.1674, 1.3873, -0.3127], [1.7513, -1.0478, -1.4846], [0.4362, -1.2532, 1.0214], [0.3028, 0.3564, 1.7514], [-1.7270, 2.0129, 0.4361]],
  "atomic_forces_ev_per_a": [[-0.108, -0.081, 0.170], [0.096, -0.041, -0.059], [0.067, 0.169, -0.073], [0.074, 0.085, 0.094], [-0.030, -0.207, -0.009], [0.141, 0.055, 0.014], [0.162, 0.046, -0.036], [-0.132, 0.205, -0.207], [-0.147, -0.180, 0.470], [0.016, -0.039, -0.273], [0.147, 0.067, -0.074], [0.048, 0.056, -0.014], [0.077, -0.069, -0.139], [0.001, 0.040, -0.001], [-0.135, -0.022, 0.019], [-0.049, -0.072, 0.043], [-0.047, -0.010, 0.017], [-0.005, -0.021, 0.006], [-0.174, 0.019, 0.053]]
}



{
  "formula": "C43H83AgGeN7OP2S",
  "method": "wB97M-V/def2-TZVPD",
  "de_lowest_kcal_mol": 12.2,
  "multiplicity": 1,
  "total_charge": 1,
  "e_homo_ev": -10.30,
  "elements": ["Ag", "C", "C", "P", "C", "C", "C", "C", "H", "H", "H", "H", "H", "H", "H", "H", "H", "H", "H", "H", "H", "H", "H", "C", "C", "C", "C", "P", "C", "C", "C", "C", "C", "C", "C", "C", "C", "C", "H", "H", "H", "H", "H", "H", "H", "H", "H", "H", "H", "H", "H", "H", "H", "H", "H", "H", "H", "H", "H", "H", "H", "C", "C", "C", "C", "Ge", "C", "C", "C", "C", "H", "H", "H", "H", "H", "H", "H", "H", "H", "H", "H", "H", "H", "H", "H", "H", "H", "H", "H", "C", "N", "C", "C", "N", "H", "H", "H", "H", "H", "H", "C", "C", "C", "C", "N", "C", "S", "N", "C", "C", "C", "C", "H", "H", "H", "H", "H", "H", "H", "H", "H", "H", "H", "H", "H", "H", "H", "H", "H", "H", "H", "H", "O", "N", "C", "C", "N", "C", "N"],
  "xyz": [[-0.0238, 0.0003, 0.9994], [0.8535, 0.9090, 5.4160], [0.0742, -0.3273, 4.9905], [-0.8751, -0.2313, 3.4140], [-1.7321, -1.8631, 3.4189], [-2.0292, -2.5463, 4.7521], [-2.1369, 1.0465, 3.8014], [-3.1609, 0.7334, 4.8851], [1.2034, 0.7926, 6.4423], [0.2418, 1.8126, 5.3865], [1.7279, 1.0722, 4.7921], [-0.6623, -0.5773, 5.7571], [0.7403, -1.1902, 4.9219], [-1.1242, -2.5248, 2.8006], [-2.6537, -1.7092, 2.8532], [-1.1172, -2.8012, 5.2916], [-2.5653, -3.4779, 4.5673], [-2.6493, -1.9372, 5.4080], [-2.6351, 1.2833, 2.8622], [-1.5645, 1.9443, 4.0594], [-3.7846, -0.1124, 4.5979], [-3.8212, 1.5882, 5.0377], [-2.6927, 0.5100, 5.8447], [5.0563, -1.0090, 1.8602], [3.5589, -1.1643, 1.5945], [2.8543, -1.3343, 2.9453], [3.2924, -2.4269, 0.7721], [2.6947, 0.2881, 0.7821], [3.2889, 1.7102, 1.7644], [4.5873, 2.2245, 1.6910], [4.9684, 3.3069, 2.4653], [4.0627, 3.8895, 3.3453], [2.7787, 3.3817, 3.4417], [2.3983, 2.3073, 2.6484], [3.3647, 0.5668, -0.9597], [2.3941, -0.1756, -1.8904], [3.2826, 2.0618, -1.2881], [4.7865, 0.0835, -1.2628], [5.4047, -1.9072, 2.3773], [5.2667, -0.1598, 2.5103], [5.6456, -0.9114, 0.9517], [3.2830, -2.1955, 3.4644], [1.7867, -1.5177, 2.8092], [2.9805, -0.4585, 3.5853], [3.6643, -3.2943, 1.3244], [3.8007, -2.4153, -0.1933], [2.2242, -2.5706, 0.6055], [5.3130, 1.7786, 1.0249], [5.9766, 3.6930, 2.3900], [4.3632, 4.7327, 3.9533], [2.0672, 3.8223, 4.1290], [1.3905, 1.9154, 2.7247], [1.4074, 0.2864, -1.8608], [2.2744, -1.2260, -1.6136], [2.7720, -0.1311, -2.9162], [2.3502, 2.5076, -0.9373], [3.3238, 2.1844, -2.3741], [4.1054, 2.6276, -0.8543], [4.9065, -0.9907, -1.1345], [5.5399, 0.5873, -0.6589], [5.0089, 0.3134, -2.3086], [-0.3963, 3.2588, -4.4959], [-0.7142, 4.0454, -3.2330], [-2.1813, 3.9380, -2.8344], [-2.5288, 4.6537, -1.5301], [-1.7961, 3.9628, 0.1353], [0.0623, 3.4352, 0.3268], [1.0267, 4.5876, 0.6118], [1.1370, 5.5978, -0.5230], [2.0043, 6.7898, -0.1448], [0.6455, 3.3804, -4.7939], [-1.0207, 3.5763, -5.3334], [-0.5734, 2.1926, -4.3335], [-0.4575, 5.0991, -3.3785], [-0.0736, 3.6891, -2.4233], [-2.4797, 2.8869, -2.7693], [-2.7835, 4.3763, -3.6365], [-3.6099, 4.6751, -1.3763], [-2.2088, 5.6999, -1.5827], [-2.2661, 4.7906, 1.3414], [0.3612, 2.8770, -0.5616], [0.0638, 2.7162, 1.1542], [2.0207, 4.1773, 0.8109], [0.7310, 5.1032, 1.5320], [0.1415, 5.9492, -0.8214], [1.5519, 5.1019, -1.4068], [1.5777, 7.3307, 0.7017], [2.1070, 7.4916, -0.9722], [3.0061, 6.4640, 0.1428], [-2.8311, 0.3628, -4.0988], [-1.5841, -0.1345, -3.5212], [-0.5363, -0.6083, -4.4201], [-1.2705, 0.1470, -2.2757], [-0.9587, 0.3413, -1.1777], [-3.2898, -0.4288, -4.6923], [-2.6509, 1.2290, -4.7388], [-3.5173, 0.6414, -3.3044], [-0.9647, -1.3496, -5.0960], [0.2530, -1.0762, -3.8356], [-0.1185, 0.2095, -5.0120], [-0.4993, -6.8057, -2.7971], [0.9745, -6.6213, -2.4468], [1.2755, -5.4954, -1.4571], [1.2209, -4.0797, -2.0230], [-0.1239, -3.5816, -2.2957], [-0.9620, -3.1076, -1.3439], [-0.4672, -2.7816, 0.2371], [-2.2316, -2.9388, -1.7403], [-3.3180, -2.4126, -0.9298], [-4.6648, -2.9761, -1.3617], [-4.9447, -4.4061, -0.9012], [-4.0316, -5.4724, -1.4961], [-0.6510, -7.7188, -3.3729], [-0.9000, -5.9895, -3.4026], [-1.1109, -6.8757, -1.8954], [1.5571, -6.4684, -3.3613], [1.3408, -7.5554, -2.0161], [2.2817, -5.6390, -1.0542], [0.5951, -5.5493, -0.6022], [1.7781, -4.0169, -2.9614], [1.6758, -3.3869, -1.3206], [-0.5655, -3.9573, -3.1212], [-2.4672, -3.1830, -2.6910], [-3.3124, -1.3220, -1.0175], [-3.1050, -2.6499, 0.1125], [-4.7616, -2.9015, -2.4529], [-5.4385, -2.3192, -0.9585], [-5.9817, -4.6429, -1.1493], [-4.8795, -4.4409, 0.1903], [-4.0282, -5.4266, -2.5894], [-4.3699, -6.4700, -1.2157], [-3.0031, -5.3676, -1.1502], [-2.6724, 2.3180, 0.4747], [-3.5450, 2.0660, -0.4886], [-4.3439, 1.0819, -0.2755], [-4.3829, 0.2844, 0.9162], [-4.4726, -0.3483, 1.8698], [-5.2478, 0.7506, -1.3397], [-5.9324, 0.4522, -2.2123]],
  "atomic_forces_ev_per_a": [[0.485, -0.201, 0.215], [0.021, 0.025, 0.018], [-0.014, -0.050, -0.010], [-0.124, -0.015, -0.219], [-0.063, 0.019, 0.019], [-0.032, 0.008, 0.022], [0.046, 0.053, 0.005], [-0.025, -0.007, 0.036], [-0.006, -0.005, 0.003], [-0.006, 0.003, -0.007], [0.016, 0.012, -0.024], [0.018, 0.006, -0.002], [0.010, -0.003, -0.028], [0.021, 0.005, 0.023], [-0.004, 0.007, -0.029], [0.001, -0.006, -0.009], [-0.005, 0.000, -0.004], [0.005, 0.001, 0.002], [-0.013, -0.028, -0.018], [0.001, 0.002, -0.005], [-0.001, 0.006, -0.001], [0.007, 0.006, -0.005], [0.007, -0.005, -0.004], [0.017, 0.002, 0.023], [-0.045, -0.061, 0.019], [-0.018, -0.048, 0.036], [0.054, -0.032, -0.041], [-0.174, 0.097, -0.081], [0.095, -0.004, -0.046], [-0.013, 0.012, -0.011], [-0.015, 0.023, 0.019], [0.007, -0.002, -0.003], [0.008, 0.009, 0.026], [-0.019, -0.039, 0.071], [0.035, -0.125, -0.028], [-0.013, -0.026, -0.019], [-0.052, 0.015, -0.035], [0.021, 0.062, 0.009], [0.001, -0.004, 0.003], [-0.004, -0.003, -0.007], [-0.005, 0.012, 0.011], [0.003, 0.008, 0.013], [-0.011, -0.004, -0.007], [0.000, 0.011, -0.011], [-0.005, -0.003, 0.002], [-0.009, 0.007, 0.019], [-0.021, -0.006, 0.006], [-0.002, -0.001, -0.001], [0.000, 0.003, 0.000], [0.000, 0.002, 0.003], [0.002, 0.005, 0.005], [-0.005, 0.003, -0.015], [0.007, -0.003, 0.016], [0.019, 0.012, -0.007], [-0.003, 0.001, -0.011], [-0.026, -0.012, -0.007], [0.019, 0.011, -0.003], [-0.012, -0.002, 0.014], [-0.015, 0.016, -0.007], [-0.005, -0.009, -0.006], [-0.002, 0.005, -0.005], [0.005, -0.022, -0.031], [0.024, 0.015, -0.001], [0.012, -0.025, -0.007], [-0.027, 0.079, 0.028], [0.129, -0.029, 0.039], [0.027, -0.024, 0.067], [-0.026, -0.020, -0.028], [-0.003, 0.021, -0.029], [0.041, 0.014, -0.010], [0.005, 0.001, -0.001], [-0.009, 0.014, 0.002], [0.012, 0.057, 0.012], [-0.001, 0.002, 0.009], [-0.022, -0.010, -0.002], [0.056, 0.032, 0.022], [-0.038, -0.041, 0.002], [0.005, 0.007, -0.035], [-0.007, -0.001, 0.025], [0.009, 0.018, -0.018], [-0.051, -0.035, 0.010], [0.010, 0.029, -0.012], [0.001, 0.028, 0.004], [-0.033, 0.000, -0.006], [-0.002, 0.017, 0.030], [-0.009, -0.002, 0.005], [-0.004, -0.003, 0.004], [-0.003, 0.000, -0.002], [0.000, -0.007, 0.000], [0.002, -0.035, -0.045], [-0.058, 0.027, 0.011], [-0.009, -0.058, -0.020], [0.086, -0.018, 0.094], [-0.092, 0.167, 0.041], [0.000, 0.003, 0.012], [0.007, -0.006, 0.004], [-0.003, 0.000, -0.021], [0.009, 0.007, 0.002], [0.012, -0.003, -0.006], [-0.004, -0.033, -0.003], [-0.040, 0.005, -0.018], [0.025, 0.001, -0.014], [-0.017, 0.005, 0.026], [-0.005, 0.007, -0.009], [-0.061, -0.017, 0.013], [-0.059, -0.032, 0.045], [0.123, -0.014, -0.016], [0.070, 0.018, -0.082], [-0.013, 0.035, -0.003], [0.006, 0.011, 0.010], [-0.028, 0.017, 0.015], [0.012, -0.031, -0.013], [0.008, -0.005, 0.005], [0.007, 0.005, -0.006], [0.005, 0.000, 0.005], [0.010, -0.003, 0.008], [-0.014, 0.000, 0.010], [0.015, 0.011, -0.025], [0.014, -0.012, 0.012], [0.004, -0.027, 0.006], [0.015, 0.016, 0.010], [0.023, 0.026, -0.024], [-0.012, -0.001, 0.006], [-0.028, 0.017, 0.033], [-0.012, -0.001, 0.005], [-0.002, -0.009, 0.002], [0.006, 0.002, 0.007], [0.007, -0.005, -0.012], [-0.003, 0.009, -0.003], [-0.001, 0.005, 0.001], [-0.005, 0.000, 0.001], [0.009, 0.009, 0.013], [-0.281, 0.105, -0.102], [0.001, -0.038, 0.004], [0.033, -0.017, -0.035], [0.007, 0.060, 0.147], [0.029, -0.061, -0.028], [-0.056, -0.012, -0.084], [-0.003, -0.010, 0.022]]
}



{
  "formula": "HN3O4",
  "method": "wB97M-V/def2-TZVPD",
  "de_lowest_kcal_mol": 5.8,
  "multiplicity": 1,
  "smiles": "O=[N+]([O-])O.N#[N+][O-]",
  "e_homo_ev": -11.75,
  "elements": ["N", "N", "N", "O", "O", "O", "O", "H"],
  "xyz": [[2.5327, 0.6669, 0.0442], [1.6873, -0.0418, 0.1630], [-1.3078, 1.1346, 0.0197], [-1.2415, -0.2371, 0.0626], [3.5295, 1.2168, 0.0158], [-2.4387, 1.4635, 0.1407], [-0.2951, 1.7465, -0.1139], [-0.3190, -0.4279, 0.3402]],
  "atomic_forces_ev_per_a": [[-1.393, -2.490, 0.717], [-1.199, -0.391, -0.141], [-1.073, -1.297, 0.368], [1.272, -0.822, 0.344], [2.922, 2.615, -0.486], [-0.624, 1.629, -0.219], [0.267, 0.774, -0.107], [-0.172, -0.019, -0.476]]
}